Entry 1:
C3H5N3OS | ωB97M-V/def2-TZVPD

Output
**Total energy**: -754.954541 hartree
**Relative energy (zero: lowest compared OMol25 entry of this formula, charge and spin)**: 53.0 kcal/mol
**HOMO-LUMO gap**: 9.64 eV
**M**: 131.16 g mol⁻¹

Geometry as ORCA input:
```
! RIJCOSX wB97M-V def2-TZVPD def2/J DEFGRID3
* xyz 0 1
N -0.273 -1.868 -1.023
N -0.878 -0.717 -0.784
O 1.142 -0.730 0.251
S 1.975 -3.171 -0.393
C 0.862 -1.867 -0.409
C -0.073 -0.101 0.037
N -1.671 1.938 0.564
C -0.277 1.425 0.445
H 2.947 -2.410 0.093
H -1.901 2.767 -0.060
H -2.337 1.213 0.327
H 0.230 1.947 -0.404
H 0.255 1.574 1.355
*
```

=====

Entry 2:
C3H5N3OS | ωB97M-V/def2-TZVPD

Output
**Total energy**: -754.668829 hartree
**Relative energy (zero: lowest compared OMol25 entry of this formula, charge and spin)**: 232.3 kcal/mol
**HOMO-LUMO gap**: 6.79 eV
**M**: 131.16 g mol⁻¹

Geometry as ORCA input:
```
! RIJCOSX wB97M-V def2-TZVPD def2/J DEFGRID3
* xyz 0 1
C 0.957 -1.320 -0.187
C 0.677 -0.153 -0.851
C -0.425 0.531 -0.397
H -0.899 0.770 2.592
H -2.152 -0.458 2.478
H 1.569 -2.114 -0.403
H 3.078 0.451 -0.966
H -1.019 1.313 -2.762
N -1.540 0.225 1.778
N -0.704 -0.344 0.710
N 0.114 -1.371 0.795
O 1.597 0.465 -1.809
S -1.252 2.005 -0.977
*
```

=====

Entry 3:
C3H5N3S | ωB97M-V/def2-TZVPD

Output
**Total energy**: -679.650399 hartree
**Relative energy (zero: lowest compared OMol25 entry of this formula, charge and spin)**: 84.6 kcal/mol
**HOMO-LUMO gap**: 8.99 eV
**SMILES**: Cn1nncc1S
**M**: 115.16 g mol⁻¹

Geometry as ORCA input:
```
! RIJCOSX wB97M-V def2-TZVPD def2/J DEFGRID3
* xyz 0 1
C -0.342 1.824 -0.101
C -0.246 -1.707 0.004
C 0.428 -0.554 -0.049
H -1.325 2.443 0.070
H 0.210 1.983 0.820
H 0.306 2.295 -0.709
H 0.160 -2.659 0.177
H 2.699 -1.670 0.470
N -0.536 0.335 -0.035
N -1.897 -0.339 -0.225
N -1.668 -1.556 -0.204
S 2.213 -0.395 -0.215
*
```

=====

Which value of M does entry 1 give?
131.16 g mol⁻¹

=====

Which of these has the lowest HOMO-LUMO gap?
number 2

=====

Which value of total energy does entry 2 give?
-754.668829 hartree